Record 1
Computed, not measured: a 7-piece molecular cluster, C7H28O8 overall, with the ωB97M-V functional and the def2-TZVPD basis.

Atoms and positions in Å:
O -22.34 -15.26 22.19
O -20.48 -12.86 19.40
O -20.70 -17.80 25.81
O -19.57 -15.93 22.31
O -22.37 -14.87 19.41
O -23.04 -17.50 24.01
O -17.66 -16.26 17.50
O -18.18 -13.24 23.12
C -17.52 -17.59 17.96
C -23.41 -15.71 18.98
C -19.72 -17.16 21.58
C -20.08 -14.20 19.20
C -19.57 -18.17 25.03
C -21.21 -14.98 18.61
C -19.37 -12.04 19.76
H -16.56 -17.67 18.47
H -19.72 -14.59 20.17
H -18.22 -16.26 16.72
H -20.44 -17.17 26.48
H -19.55 -16.97 20.52
H -19.93 -18.84 24.25
H -19.22 -14.23 18.52
H -19.72 -11.01 19.73
H -23.85 -15.35 18.04
H -20.69 -17.61 21.78
H -20.88 -16.03 18.52
H -18.23 -14.20 23.18
H -24.18 -15.72 19.75
H -22.22 -15.09 21.24
H -22.40 -17.64 24.72
H -22.70 -14.44 22.55
H -18.31 -17.86 18.67
H -23.06 -16.74 18.84
H -18.56 -12.15 19.03
H -19.11 -17.31 24.54
H -19.01 -12.28 20.76
H -22.56 -16.96 23.36
H -18.80 -18.65 25.65
H -17.34 -12.99 23.50
H -21.42 -14.60 17.60
H -17.56 -18.32 17.15
H -18.93 -17.84 21.90
H -20.46 -15.65 22.55

calculated total energy = -885.33407 Eh
SMILES string = COCCOC.CO.CO.CO.O.O.O
frontier orbital gap = 10.12 eV
energy relative to the best compared isomer or geometry (same formula, charge and spin) = 68.13 kcal per mole

***

Record 2
Computed, not measured: C18H21FNSe4Sr as an isolated structure, with the ωB97M-V functional and the def2-TZVPD basis.

Atoms and positions in Å:
Sr -0.15 0.98 -0.21
Se -2.13 1.97 1.15
Se -0.46 3.45 0.81
Se -2.49 1.62 -1.06
Se -2.30 -0.60 -0.43
F 0.67 0.11 2.25
N 2.73 0.07 0.38
C 4.12 2.51 -0.84
C 3.00 2.86 -1.85
C 5.92 -0.44 -2.34
C 4.14 -1.37 -0.99
C 3.49 -0.07 4.53
C 4.54 -0.10 3.62
C 5.53 0.83 -1.95
C 5.21 -1.52 -1.87
C 3.62 -3.15 0.79
C 1.98 0.06 2.67
C 3.38 -2.65 -0.64
C 1.88 -2.57 -0.94
C 2.19 0.01 4.03
C 3.79 -0.08 -0.52
C 3.71 2.98 0.56
C 4.31 -0.05 2.25
C 4.49 1.04 -1.05
C 3.00 0.03 1.69
H 3.35 2.77 -2.87
H 3.04 -2.56 1.49
H 4.68 -3.07 1.06
H 1.38 -1.96 -0.20
H 6.75 -0.57 -3.02
H 5.48 -2.52 -2.20
H 2.64 3.88 -1.67
H 2.17 2.17 -1.68
H 1.45 -3.58 -0.94
H 3.67 -0.10 5.59
H 2.68 2.70 0.75
H 6.06 1.69 -2.35
H 5.56 -0.16 3.98
H 4.34 2.55 1.33
H 1.71 -2.10 -1.91
H 3.80 -3.41 -1.31
H 5.01 3.08 -1.12
H 3.80 4.07 0.61
H 3.32 -4.19 0.88
H 5.14 -0.09 1.57
H 1.34 0.03 4.69

calculated total energy = -10489.68048 Eh
net charge = -1
frontier orbital gap = 6.35 eV
energy relative to the best compared isomer or geometry (same formula, charge and spin) = 61.29 kcal per mole

***

Record 3
Computed, not measured: C13H25BrFNO11P2S as an isolated structure, with the ωB97M-V functional and the def2-TZVPD basis.

Atoms and positions in Å:
Br -0.22 -3.89 2.42
S 0.31 -0.94 2.00
P -0.60 3.29 -2.27
P -3.51 -1.80 -2.58
F 1.09 -1.46 0.53
O -2.69 -0.50 -1.78
O 0.93 -2.55 5.46
O 0.92 3.03 -2.28
O -0.61 3.33 -0.55
O -0.87 4.92 -2.27
O -4.34 -3.09 -3.39
O -2.54 -1.55 -3.90
O -0.59 3.25 -4.00
O -1.14 -0.50 1.70
O -2.85 -2.82 -1.65
O 1.20 0.24 2.54
N 0.45 -2.28 3.12
C -2.88 -0.43 -0.38
C -0.08 2.18 0.10
C 5.22 -1.08 4.13
C 0.00 5.76 -1.53
C 4.20 -0.04 4.90
C 2.70 -0.55 5.40
C 4.84 -2.66 3.79
C -0.07 -1.97 4.50
C 3.36 -3.17 4.27
C -3.60 -3.98 -4.21
C 0.02 4.32 -4.71
C -1.14 -1.54 -3.72
C 2.31 -2.13 5.04
H -0.83 -2.06 -2.82
H -2.66 -4.29 -3.73
H -0.48 6.02 -0.58
H -0.37 1.27 -0.43
H -3.91 -0.66 -0.12
H -0.79 -0.51 -3.69
H -0.06 -0.80 4.69
H -2.20 -1.11 0.13
H 1.01 2.25 0.15
H 4.49 1.09 5.14
H 0.98 4.60 -4.28
H -4.21 -4.87 -4.39
H -1.11 -2.47 4.76
H 0.18 4.00 -5.75
H -0.68 -2.04 -4.58
H 6.30 -0.72 3.77
H 1.98 0.20 5.95
H -0.65 5.18 -4.73
H -0.47 2.15 1.12
H -3.39 -3.51 -5.17
H 0.97 5.29 -1.34
H 5.57 -3.42 3.26
H 0.17 6.68 -2.10
H -2.65 0.59 -0.05
H 2.93 -4.27 4.10

calculated total energy = -5146.86569 Eh
frontier orbital gap = 5.98 eV

***

Record 4
Computed, not measured: a 4-piece molecular cluster, CH10O3S overall, with the ωB97M-V functional and the def2-TZVPD basis.

Atoms and positions in Å:
S 0.46 -0.91 2.06
O -0.93 1.93 0.96
O 0.69 1.89 -1.52
O -1.28 -1.24 -3.04
C 0.50 -1.34 0.33
H 1.64 -0.27 2.17
H 0.94 -2.33 0.16
H -0.48 -1.54 -0.13
H -0.36 1.73 0.18
H 0.03 2.60 -1.48
H -0.96 -0.39 -2.74
H -0.40 1.77 1.71
H -0.52 -1.83 -2.97
H 0.84 -0.57 -0.36
H 0.86 1.72 -2.42

calculated total energy = -667.97135 Eh
SMILES string = CS.O.O.O
frontier orbital gap = 9.34 eV
energy relative to the best compared isomer or geometry (same formula, charge and spin) = 15.96 kcal per mole

***

Record 5
Computed, not measured: one molecule with the formula C22H31N3O3S, with the ωB97M-V functional and the def2-TZVPD basis.

Atoms and positions in Å:
S 3.47 -2.68 -0.01
O 3.97 -3.09 -1.23
O 4.06 -2.75 1.40
O 2.24 4.17 1.51
N 1.76 -2.94 0.30
N 2.60 3.29 -0.59
N -1.07 -2.56 0.32
C 2.34 4.27 0.35
C 3.22 -0.15 -1.44
C -3.00 0.22 -1.62
C -3.78 -0.15 0.96
C -2.11 -1.14 -1.19
C 1.10 -2.52 -0.99
C 3.17 -0.05 1.21
C -0.37 -3.19 -1.00
C 3.37 -0.70 -0.20
C -0.87 -0.04 0.56
C 2.00 5.63 -0.21
C -1.72 -1.49 0.09
C 1.20 -2.60 1.43
C -2.15 1.61 -0.97
C -1.77 1.17 0.31
C 2.93 1.34 0.96
C -2.96 1.19 1.29
C -0.20 -2.78 1.35
C 3.05 1.13 -1.50
C -4.26 0.12 -0.29
C 2.87 1.80 -0.51
C -2.95 -1.23 0.95
H 3.51 -0.43 2.14
H -1.16 1.45 -1.67
H -2.89 -1.95 -1.66
H -2.67 -1.51 1.97
H -3.66 -2.29 0.77
H 1.16 5.66 -0.99
H 1.58 -3.09 -1.67
H 1.07 -1.39 -1.50
H 1.68 -2.92 2.30
H -0.03 -0.11 -0.11
H -2.88 2.39 -1.15
H -4.82 -0.14 1.58
H -0.77 -2.39 2.22
H 1.83 6.34 0.77
H -1.47 -0.88 -1.77
H 3.30 -0.73 -2.30
H -2.52 0.79 2.41
H -3.39 0.21 -2.46
H -0.17 -4.23 -0.73
H -3.53 2.08 1.18
H -4.88 1.05 -0.61
H -5.00 -0.61 -0.79
H 2.92 2.15 1.99
H 2.54 3.56 -1.61
H -0.62 -0.27 1.58
H -0.98 -2.95 -1.69
H 2.86 1.80 -2.46
H -0.14 -3.92 1.45
H -1.04 1.93 0.81
H 1.29 -1.43 1.55
H 2.77 5.97 -0.75

calculated total energy = -1644.41711 Eh
SMILES string = CC(=O)Nc1ccc(S(=O)(=O)N2CCN([C@]34C[C@H]5C[C@H](C[C@H](C5)C3)C4)CC2)cc1
frontier orbital gap = 7.88 eV
energy relative to the best compared isomer or geometry (same formula, charge and spin) = 491.63 kcal per mole

***

Record 6
Computed, not measured: one molecule with the formula C6H10ClNO2, with the ωB97M-V functional and the def2-TZVPD basis.

Atoms and positions in Å:
Cl -2.07 0.34 -1.45
O -0.04 -2.21 -0.29
O 1.23 1.10 0.22
N 1.04 -0.27 -0.14
C 2.28 -1.04 -0.45
C -2.58 -0.98 0.92
C 1.19 2.13 -0.82
C -1.73 0.23 1.42
C -1.53 -0.33 0.02
C -0.09 -1.03 -0.11
H -2.38 -1.97 1.19
H 2.77 -0.51 -1.35
H -3.50 -0.83 0.52
H 0.72 1.80 -1.69
H -0.88 0.19 2.11
H -2.34 1.17 1.53
H 2.03 -2.09 -0.81
H 0.68 2.99 -0.32
H 2.25 2.50 -0.95
H 2.93 -1.18 0.45

calculated total energy = -899.91532 Eh
SMILES string = CON(C)C(=O)C1(Cl)CC1
frontier orbital gap = 10.35 eV
energy relative to the best compared isomer or geometry (same formula, charge and spin) = 88.59 kcal per mole